Record 1
Here is a molecular structure, C31H57N2O5P3SiTi from the Open Molecules 2025 dataset. Energies are from ωB97M-V/def2-TZVPD.

```
100
Properties=species:S:1:pos:R:3:forces:R:3:mulliken_spin:R:1
C 3.84351 2.00090 -0.39798 0.0 0.0 0.0 -0.01
C 0.19282 -0.85060 -5.54783 0.0 0.0 0.0 0.01
H 1.56597 -2.15851 -6.55264 0.0 0.0 0.0 0.00
N 1.22940 -1.76208 2.01937 0.1 0.1 -0.2 -0.02
H 4.28301 1.31187 -1.12100 0.0 0.0 0.0 0.00
H 2.84331 -2.67316 -4.52340 0.0 0.0 0.0 0.00
H 3.99031 -2.72073 -1.04314 0.0 0.0 0.0 0.00
H 2.46375 2.01595 4.70489 0.0 0.0 0.0 0.00
H 2.09349 1.73844 -2.89085 0.0 0.0 0.0 0.00
C -2.00800 -3.77130 0.49179 0.0 0.0 0.0 0.00
H 4.20734 1.71659 0.59015 0.0 0.0 0.0 0.00
Si 2.66126 -2.53312 2.66431 0.0 0.0 0.0 0.00
C 0.53407 -0.56271 -3.19116 0.0 0.0 0.0 0.00
P 2.02585 1.86079 -0.47164 0.0 0.0 0.1 0.01
C -3.20693 -0.18422 2.25159 0.0 0.0 0.1 0.00
H -4.06835 3.21705 -0.69864 0.0 0.0 0.0 0.00
H 4.15698 -0.52144 2.62952 0.0 0.0 0.0 0.02
H 2.01374 3.42113 -2.32724 0.0 0.0 0.0 0.00
N -0.30942 -2.12951 0.40581 0.0 0.0 0.0 0.00
H -2.81878 -2.62973 -1.73176 0.0 0.0 0.0 0.00
C 3.55116 -2.66460 -2.03532 0.0 0.0 0.0 0.01
H -0.80302 1.90077 2.68752 0.0 0.0 0.0 0.00
C 1.99843 -2.00104 -4.46363 0.0 0.0 0.0 0.01
H 3.83672 -4.61024 2.03411 0.0 0.0 0.0 0.00
H -2.47315 -0.95593 2.01374 0.0 0.0 0.0 0.00
O -1.71146 1.99302 -1.48999 0.0 -0.1 0.0 0.00
H -3.87064 -0.56926 3.02697 0.0 0.0 0.0 0.00
C -3.90644 3.05869 -1.76482 0.0 0.0 0.0 0.00
H 5.06007 -2.01430 2.42565 0.0 0.0 0.0 0.00
H 2.67331 -4.15932 0.78230 0.0 0.0 0.0 0.00
H -0.41734 0.47108 3.67822 0.0 0.0 0.0 0.00
H -2.69580 0.69308 2.64738 0.0 0.0 0.0 0.00
H -5.28207 -0.77850 -0.44165 0.0 0.0 0.0 0.00
H 4.18031 3.01298 -0.62863 0.0 0.0 0.0 0.00
C -1.84477 -2.21451 -1.47937 0.0 0.0 0.0 0.00
H -0.72888 4.42546 -1.87035 0.0 0.0 0.0 0.00
C 0.15481 -2.52011 1.61126 0.0 0.0 0.0 0.00
C -4.97764 1.32666 1.30776 0.0 0.0 0.0 0.00
H -0.36851 -0.62875 -6.44598 0.0 0.0 0.0 0.00
C -0.08409 1.46812 3.38712 0.0 0.0 0.0 -0.01
H -1.90665 4.49851 -0.54035 0.0 0.0 0.0 0.00
C -1.38303 -2.71671 -0.14791 0.0 0.0 0.0 0.02
H -0.10121 -3.83576 3.29963 0.0 0.0 0.0 0.00
H 4.15260 -1.34558 1.06786 0.0 0.0 0.0 0.00
H 3.71357 1.30839 3.66553 0.0 0.0 0.0 0.00
Ti 1.00131 -0.35913 0.54740 -0.4 0.1 0.3 0.86
C 1.27995 -1.71277 -5.60988 0.0 0.0 0.0 0.00
C 2.38867 -1.72458 -2.02148 -0.1 0.1 0.3 0.03
H -4.33709 2.09891 -2.05183 0.0 0.0 0.0 0.00
C 1.87242 3.06476 2.00364 0.0 0.0 0.0 0.00
H -1.13868 -2.50692 -2.25851 0.0 0.0 0.0 0.00
H -2.65483 1.96728 -3.91959 0.0 0.0 0.0 0.00
H 3.50485 -3.31573 4.84567 0.0 0.0 0.0 0.00
C -4.02377 0.17868 1.02186 0.0 0.0 0.0 0.00
O -0.62754 0.71268 0.25732 0.1 -0.3 0.0 0.03
H -1.92303 -1.12754 -1.46984 0.0 0.0 0.0 0.00
O 2.07390 -1.19596 -0.94605 0.2 -0.1 -0.3 -0.07
C -0.17958 -0.27533 -4.33884 0.0 0.0 0.0 -0.01
H -1.03077 0.39096 -4.28620 0.0 0.0 0.0 0.00
H 1.81469 4.19648 0.14590 0.0 0.0 0.0 0.00
H -1.14415 2.90319 -3.83525 0.0 0.0 0.0 0.00
P 1.54025 1.35028 2.57940 -0.1 -0.1 -0.1 0.03
O -2.07500 2.65658 0.98787 -0.1 0.0 0.0 0.00
C -2.20933 2.91008 -3.59591 0.0 0.0 0.0 0.00
H -0.01773 2.10042 4.27428 0.0 0.0 0.0 0.00
C 1.43500 3.25592 0.55338 0.0 0.0 0.0 0.00
P -1.89814 1.54875 0.02771 0.2 0.0 0.1 0.01
H -4.09023 -1.85727 0.30875 0.0 0.0 0.0 0.00
C 2.83176 -4.21685 1.86243 0.0 0.0 0.0 0.00
H 0.55745 2.39262 -2.29604 0.0 0.0 0.0 0.00
C -2.42620 3.10945 -2.10622 0.0 0.1 0.0 0.00
H -2.27206 5.25367 -2.10308 0.0 0.0 0.0 0.00
H -5.52217 -1.35139 1.21655 0.0 0.0 0.0 0.00
H 3.21530 -3.65815 -2.33956 0.0 0.0 0.0 0.00
C -1.53861 -4.18739 1.73550 0.0 0.0 0.0 0.01
H -2.85684 -4.25307 0.02759 0.0 0.0 0.0 0.00
H 0.34391 3.27639 0.48526 0.0 0.0 0.0 0.00
H -5.66409 1.03587 2.10411 0.0 0.0 0.0 0.00
H 2.62209 -1.80855 5.06269 0.0 0.0 0.0 0.00
H -5.56524 1.56092 0.41947 0.0 0.0 0.0 0.00
H -4.42149 3.84973 -2.31020 0.0 0.0 0.0 0.00
H 2.94640 3.23962 2.10496 0.0 0.0 0.0 0.00
C 2.62671 -2.75339 4.51852 0.0 0.0 0.0 0.00
H 1.36638 3.77276 2.66313 0.0 0.0 0.0 0.00
H 2.55451 0.25839 4.49394 0.0 0.0 0.0 0.00
H 4.30212 -2.33970 -2.75644 0.0 0.0 0.0 0.00
O -3.13008 0.55493 -0.07694 0.0 0.0 0.0 0.00
H -2.03143 -5.00148 2.25194 0.0 0.0 0.0 0.00
C -1.79115 4.40265 -1.61990 0.0 0.1 0.0 0.00
C 1.63925 2.40932 -2.16213 0.0 0.0 0.0 0.00
H -2.67918 3.72091 -4.15230 0.0 0.0 0.0 0.00
C 2.67946 1.21664 3.99418 0.0 0.0 0.0 0.00
H 2.12303 -4.94527 2.25858 0.0 0.0 0.0 0.00
H 0.22499 -0.11607 -2.25461 0.0 0.0 0.0 0.01
C 1.63326 -1.42593 -3.24176 0.0 0.0 -0.1 0.02
C 4.13617 -1.49915 2.15100 0.0 0.0 0.0 0.03
H 1.74424 -3.31421 4.83350 0.0 0.0 0.0 0.00
C -4.77505 -1.02948 0.49038 0.0 0.0 0.0 0.00
C -0.46325 -3.55698 2.32013 0.0 0.0 0.0 -0.01
H -4.43094 2.21571 1.61833 0.0 0.0 0.0 0.00
```
Forces are in eV/Å.

Its energy above the lowest of the compared OMol25 structures with the same formula, charge and spin is 0.470 eV. The value obtained for the LUMO energy (alpha / beta) is -0.1202 / -0.1251 Ha. As for the spin multiplicity: 2. Its total charge is +1. As for the HOMO energy (alpha / beta): -10.19 / -10.55 eV. The HOMO-LUMO gap (alpha / beta) comes out at 6.921 / 7.146 eV.



Record 2
Here is C21H22F2N2O3 in the gas phase from the Open Molecules 2025 dataset. Energies are from ωB97M-V/def2-TZVPD.

```
50
Properties=species:S:1:pos:R:3:forces:R:3:mulliken_charge:R:1
H -7.24485 2.19081 -0.33338 0.0 0.1 0.0 0.48
F -8.88559 0.17614 -0.09109 0.0 0.0 0.0 -0.32
O -3.41639 -0.12023 -0.03898 0.2 0.3 0.0 -0.24
C 5.88899 -1.42787 0.60196 0.0 0.1 0.0 -1.48
H 5.40743 -1.90427 1.45883 0.0 -0.1 0.0 0.46
C -7.54328 0.07494 -0.07542 0.3 -0.2 0.0 0.32
H 7.87074 0.00877 -0.56424 0.1 0.0 0.0 0.46
O -0.40861 -2.05927 0.03790 -0.8 0.0 0.0 -0.30
C -2.72764 -1.33356 0.13544 0.0 -0.5 0.0 -0.47
C 4.22173 1.26728 0.42702 0.0 0.6 0.2 -0.17
H 3.17822 -1.76858 0.59491 0.1 0.0 -0.2 0.42
H 5.31906 2.70106 -0.71409 0.0 0.1 0.0 0.45
H 2.85185 -1.32100 -1.07131 0.2 0.0 0.1 0.64
C -4.77361 -0.13891 -0.04139 -0.3 0.1 0.0 0.27
H 5.67014 1.76537 1.90711 0.0 0.0 0.0 0.42
C -6.78289 1.22474 -0.21426 0.0 -0.2 0.0 -0.52
C 7.03510 0.62341 -0.22244 -0.1 0.0 0.0 -1.47
C 6.00493 0.77334 -1.33850 0.1 0.1 -0.2 0.60
N 0.85753 -1.58969 0.09733 0.9 0.0 0.1 -0.33
C -5.41105 1.10089 -0.19511 0.1 -0.2 0.0 0.57
H 6.76167 -2.03091 0.33779 0.0 -0.1 0.0 0.48
H 4.85286 -2.46267 -0.93654 -0.1 0.1 0.1 0.38
C -0.56830 0.12820 0.30009 -0.3 -0.6 -0.1 -0.46
H 6.48566 1.22638 -2.21383 0.0 0.0 0.1 0.20
C 5.23406 0.85137 1.49726 0.1 -0.1 -0.1 -1.42
H 4.70495 0.34707 2.30869 0.0 0.1 0.1 0.44
C 5.47850 -0.59993 -1.75086 0.0 0.0 0.0 -1.37
F -4.65646 2.20351 -0.32815 0.0 -0.2 0.0 -0.30
H -3.01439 -1.81383 1.08447 0.0 0.0 -0.2 0.38
H -5.13114 -2.24254 0.21024 0.1 -0.1 0.0 0.36
C -1.26822 -1.03001 0.15923 0.4 1.0 0.1 0.05
H -7.57434 -2.04168 0.18170 -0.1 -0.1 0.0 0.43
H 4.12846 1.80156 -1.65135 0.0 0.1 0.0 0.45
H 7.42907 1.60376 0.05341 0.1 0.1 0.0 0.49
C -5.57448 -1.26747 0.09272 0.3 0.2 0.0 -0.38
C 3.48237 -1.08560 -0.20705 0.1 -0.7 -0.2 -1.13
H 3.66689 2.12980 0.81695 0.2 -0.3 -0.1 0.50
C 6.36935 -0.03175 0.98446 0.1 -0.1 0.2 0.61
C 1.91307 0.67545 0.42158 0.4 0.2 0.1 0.27
H 7.10576 -0.13457 1.79050 -0.1 0.0 -0.1 0.21
H -2.93875 -2.03458 -0.68589 0.0 0.1 0.1 0.41
O 1.62744 1.81578 0.76287 -0.4 0.0 0.0 -0.76
C 4.89228 1.70878 -0.87645 0.0 -0.1 0.0 -1.52
C 0.79297 -0.28937 0.25120 -1.1 -0.4 0.0 0.55
H 4.70412 -0.48410 -2.51250 0.0 0.0 -0.1 0.45
H -0.93157 1.12546 0.41726 -0.1 0.2 0.0 0.53
H 6.30302 -1.15796 -2.20250 0.0 0.0 -0.1 0.45
N 3.18423 0.27160 0.20501 0.1 0.1 0.0 0.38
C -6.95705 -1.16440 0.07679 -0.3 0.2 0.0 -0.77
C 4.92555 -1.42464 -0.58584 -0.1 0.0 0.0 0.30
```
Forces are in eV/Å.

Its energy above the lowest of the compared OMol25 structures with the same formula, charge and spin is 0.743 eV. The value obtained for the LUMO energy is 0.0234 Ha. Its total charge is 0. As for the HOMO energy: -8.92 eV. The HOMO-LUMO gap comes out at 9.557 eV. As for the SMILES: O=C(c1cc(COc2ccc(F)cc2F)on1)N1C[C@@H]2C[C@H]3C[C@@H](C2)C[C@@H]1C3.



Record 3
Here is 2 unconnected molecules or ions with the total composition C17H29FO7 from the Open Molecules 2025 dataset. Energies are from ωB97M-V/def2-TZVPD.

```
54
Properties=species:S:1:pos:R:3:forces:R:3:mulliken_charge:R:1
O -0.23638 -4.48894 1.74309 0.2 -0.3 0.2 -0.55
C -0.56067 -0.31199 -0.58531 -0.5 -0.8 0.0 0.37
H -2.62932 1.81371 -0.11706 -0.1 0.5 0.1 0.18
C 3.78044 -2.32429 -2.31421 0.1 -0.3 0.0 -1.41
O -4.14503 4.82360 3.22147 0.2 0.1 0.0 -0.98
H 1.80487 -0.75801 -2.05023 -0.2 0.2 0.0 0.66
O -2.45014 -2.49981 -2.31046 -0.4 -0.4 -0.2 -0.65
C -0.47037 0.57651 -1.81868 0.3 0.9 0.2 -0.94
C -2.83220 4.77428 2.86662 -0.1 -0.1 -0.1 -0.65
H 4.66894 -1.94360 -1.81234 0.0 0.1 0.1 0.31
C -1.29701 -4.23919 0.80669 0.9 -0.2 -0.2 -0.68
H 0.57075 0.88712 -1.90418 0.1 0.0 -0.2 0.24
H 3.50647 -1.60754 -3.08741 -0.1 0.1 0.0 0.34
H -0.69034 0.01922 -2.72907 -0.1 -0.3 0.1 0.57
H -2.13098 4.47708 3.70041 -0.1 -0.1 0.0 0.19
H -1.59731 -5.11820 0.25101 -0.5 0.0 0.2 0.32
H 3.08215 2.12914 2.32315 0.1 0.1 0.0 0.34
H 3.61458 0.56171 1.72300 0.1 0.0 0.0 0.35
H 1.51448 -0.31949 1.90575 -0.2 -0.1 0.0 -0.04
C 2.62128 -2.59175 -1.35636 -0.4 1.0 -0.1 -0.36
O -0.32811 -2.38610 -1.59683 0.3 0.2 -0.7 -0.57
H 4.04952 -3.24311 -2.83740 0.2 0.0 0.1 0.40
O -0.65311 0.33352 0.60723 0.4 -0.1 -0.2 -0.63
C 0.40898 1.27055 0.87820 0.4 0.5 0.8 -0.31
C -1.62994 -2.01768 -1.59739 0.3 0.1 0.4 0.47
H 2.27768 -0.69111 -0.34296 0.0 0.2 0.0 -0.05
C 0.08480 -3.80177 0.55567 -0.9 1.0 -0.5 0.00
C -1.29498 1.88468 -1.81282 -0.1 0.1 -0.4 -0.96
H -2.40005 5.75988 2.52850 -0.1 0.0 -0.1 0.09
H 1.94107 -3.29642 -1.83002 0.1 -0.3 0.2 0.33
C 1.79911 -1.30259 -1.10767 0.2 -0.5 -0.4 -0.99
H 2.92915 1.75272 0.62193 0.0 0.0 -0.1 0.34
C -2.68362 1.82538 -1.20476 0.3 -0.9 0.2 -0.05
H -0.36614 -1.93969 1.39820 0.2 0.4 0.1 0.26
C 1.43350 0.76682 1.89560 0.5 -0.2 -0.2 -0.27
C 2.84555 1.32954 1.62365 -0.1 0.1 0.2 -1.45
H -3.14508 4.09067 0.86246 0.1 0.1 -0.1 0.03
H -2.00498 -3.49303 1.13854 -0.3 -0.1 -0.1 0.30
H -0.06879 2.17181 1.28272 -0.7 0.6 -0.1 0.53
H -3.18759 0.90490 -1.51560 -0.1 0.1 -0.1 0.16
H -1.43562 2.13934 -2.86838 0.0 0.1 0.0 0.55
H 0.63299 -4.34280 -0.21096 0.2 -0.2 0.3 0.48
F -3.42914 2.89634 -1.66884 0.0 0.1 0.0 -0.38
H -0.74184 2.71417 -1.37223 0.0 -0.1 0.4 0.22
H 0.93141 1.60195 -0.01894 -0.2 -0.3 -0.3 0.09
C 0.37993 -1.56074 -0.64927 0.2 -0.1 1.1 2.96
H 2.97525 -2.94974 -0.39206 0.0 -0.5 -0.1 0.30
C -2.47125 3.78769 1.70148 -0.1 0.2 0.3 0.27
O -1.13638 3.73135 1.36349 0.2 -0.5 -0.3 -0.89
O -1.82444 -1.06949 -0.68376 -0.4 0.5 -0.2 -0.49
C 0.38435 -2.31535 0.70918 0.2 -1.1 -0.2 -1.45
H -2.90864 2.80572 2.03210 0.2 -0.1 0.1 -0.01
H 1.37745 -2.28987 1.15892 -0.1 0.5 0.2 0.51
H 1.13477 1.07286 2.89616 -0.2 -0.1 0.0 0.60
```
Forces are in eV/Å.

The value obtained for the LUMO energy is 0.1412 Ha. Its total charge is -2. As for the HOMO energy: 1.74 eV. The HOMO-LUMO gap comes out at 2.106 eV.



| no. | calculated total energy (hartree) |
| --- | --- |
| 1 | -3864.37094 |
| 2 | -1348.36587 |
| 3 | -1291.52284 |